C5H22NO6 | ωB97M-V/def2-TZVPD

As for the total energy: -709.9313 Ha. As for the HOMO-LUMO gap: 0.304 hartree. Its charge is -1. For the highest occupied orbital energy, the calculation gives -5.09 eV. The value obtained for the energy relative to the best compared isomer or geometry (same formula, charge and spin) is 1.666 eV.

```
34
Properties=species:S:1:pos:R:3:nbo_charge:R:1
C -0.103 1.922 -0.760 -0.22
N 0.832 0.832 -1.071 -0.69
C 0.362 -0.602 -0.857 0.12
O -0.836 -0.890 -1.466 -0.95
C 0.539 2.727 0.449 -0.40
C 0.577 1.847 1.690 -0.42
C 1.568 2.108 2.813 -0.62
H -0.257 2.647 -1.573 0.18
H -1.068 1.497 -0.498 0.20
H 1.100 0.863 -2.048 0.35
H 1.236 -1.132 -1.273 0.15
H 0.186 -0.767 0.216 0.11
H -0.037 3.647 0.583 0.18
H 1.530 3.078 0.160 0.19
H -0.432 1.710 2.115 0.21
H 0.687 0.791 1.455 0.22
H 1.429 3.019 3.385 0.19
H 2.570 2.133 2.369 0.19
H 1.312 1.307 3.530 0.21
H -1.216 -1.359 1.719 0.47
H -2.688 -0.829 1.463 0.51
O -2.062 -1.160 2.134 -0.99
H -1.534 -2.608 -1.534 0.51
H -0.612 -3.845 -1.660 0.46
O -1.494 -3.578 -1.395 -0.99
H -1.954 -0.210 -0.783 0.50
H -3.340 -0.893 -0.642 0.45
O -2.914 -0.081 -0.342 -1.05
H -0.095 -1.112 -4.407 0.45
H -0.324 -1.581 -2.899 0.51
O 0.131 -1.788 -3.767 -1.02
H 3.127 0.269 3.059 0.47
H 3.944 0.114 1.816 0.47
O 3.639 -0.398 2.579 -0.94
```

C5H22NO6V | ωB97M-V/def2-TZVPD

As for the total energy: -1653.6889 Ha. As for the HOMO-LUMO gap (spin up / spin down): 0.243 / 0.267 hartree. Its charge is +1. For the highest occupied orbital energy (spin up / spin down), the calculation gives -10.08 / -10.73 eV. As for the spin multiplicity: 4. The value obtained for the energy relative to the best compared isomer or geometry (same formula, charge and spin) is 0.097 eV.

```
35
Properties=species:S:1:pos:R:3:nbo_charge:R:1
V 0.328 -1.260 1.177 1.25
C 3.213 0.114 0.323 -0.23
O 2.159 -0.208 1.147 -0.94
H 3.641 -0.756 -0.223 0.12
H 3.056 0.932 -0.403 0.13
H 4.094 0.424 0.917 0.17
C -2.149 0.210 -1.360 -0.63
C -0.668 0.415 -1.549 -0.06
C -0.143 1.790 -1.196 -0.06
O -0.632 2.707 -2.143 -0.54
C -0.437 4.058 -1.770 -0.25
N 0.158 -0.664 -0.912 -0.83
H -2.473 -0.825 -1.488 0.20
H -2.658 0.819 -2.110 0.26
H -2.587 0.590 -0.431 0.20
H -0.452 0.332 -2.621 0.20
H 0.958 1.762 -1.240 0.18
H -0.372 2.113 -0.168 0.17
H -0.790 4.657 -2.607 0.21
H 0.620 4.335 -1.668 0.18
H -0.973 4.287 -0.845 0.17
H -0.078 -1.472 -1.494 0.37
H 1.131 -0.504 -1.188 0.41
O 1.246 -3.087 0.600 -0.92
H 1.530 -3.658 1.324 0.51
H 1.455 -3.572 -0.205 0.51
O -0.007 -2.224 3.132 -0.93
H 0.367 -1.929 3.973 0.52
H -0.582 -2.961 3.359 0.50
O -1.525 -2.578 0.809 -0.93
H -2.352 -2.284 0.408 0.51
H -1.767 -3.341 1.343 0.49
O -0.995 0.286 2.154 -0.93
H -1.755 0.859 2.013 0.51
H -0.559 0.632 2.943 0.50
```

C5H22O6 | ωB97M-V/def2-TZVPD

As for the total energy: -654.6318 Ha. As for the HOMO-LUMO gap (spin up / spin down): 0.343 / 0.100 hartree. Its charge is +1. For the highest occupied orbital energy (spin up / spin down), the calculation gives -12.70 / -12.70 eV. As for the spin multiplicity: 2. The value obtained for the energy relative to the best compared isomer or geometry (same formula, charge and spin) is 2.160 eV.

```
33
Properties=species:S:1:pos:R:3:nbo_charge:R:1
O -0.028 -0.426 -1.441 -0.95
H -0.174 -0.217 -0.518 0.50
H -0.387 0.323 -1.916 0.52
C -1.475 2.831 -2.272 -0.24
O -0.434 2.380 -1.506 -0.76
H -1.656 2.177 -3.126 0.16
H -2.359 2.874 -1.636 0.17
H -1.093 3.823 -2.514 0.18
H 0.059 3.199 -1.419 0.49
C 2.518 0.967 0.451 -0.23
O 2.767 2.183 1.033 -0.71
H 3.056 0.127 0.890 0.16
H 1.437 0.828 0.439 0.14
H 2.789 0.975 -0.605 0.16
H 3.713 2.308 1.136 0.47
C 1.487 -2.351 1.836 -0.25
O 2.135 -2.715 3.028 -0.70
H 0.839 -3.146 1.468 0.14
H 1.005 -1.376 1.761 0.17
H 2.277 -2.292 1.088 0.16
H 2.151 -3.675 3.021 0.47
C -2.104 1.702 1.468 -0.23
O -1.808 2.686 2.412 -0.70
H -1.403 0.908 1.210 0.12
H -2.947 1.096 1.798 0.16
H -2.409 2.212 0.554 0.18
H -1.400 2.300 3.190 0.47
C -1.001 -3.669 -1.689 -0.33
O -1.666 -2.420 -1.798 -0.10
H -0.814 -3.775 -0.620 0.29
H -1.819 -4.379 -1.810 0.25
H -0.169 -3.753 -2.388 0.30
H -1.088 -1.705 -1.523 0.51
```

C5H22O7S2 | ωB97M-V/def2-TZVPD

As for the total energy: -1526.7386 Ha. Its SMILES is CCSSCCC=O.O.O.O.O.O.O. As for the HOMO-LUMO gap: 0.327 hartree. For the highest occupied orbital energy, the calculation gives -8.78 eV. The value obtained for the energy relative to the best compared isomer or geometry (same formula, charge and spin) is 0.000 eV.

```
36
Properties=species:S:1:pos:R:3:nbo_charge:R:1
C -2.438 0.018 -2.509 -0.64
C -1.322 -0.996 -2.511 -0.54
S -1.196 -1.723 -0.842 0.06
S 0.813 -2.097 -0.558 0.08
C 1.510 -0.759 0.466 -0.56
C 1.885 -1.346 1.822 -0.54
C 0.700 -1.620 2.701 0.47
O 0.665 -1.411 3.890 -0.56
H -2.749 0.312 -3.523 0.23
H -2.116 0.974 -2.125 0.23
H -3.354 -0.318 -1.999 0.20
H -1.473 -1.797 -3.219 0.21
H -0.367 -0.561 -2.793 0.26
H 2.336 -0.358 -0.076 0.23
H 0.956 0.180 0.536 0.26
H 2.515 -0.659 2.347 0.22
H 2.542 -2.220 1.808 0.25
H -0.154 -2.050 2.164 0.12
O 1.365 1.768 2.503 -0.97
H 0.654 2.254 2.961 0.49
H 1.860 1.329 3.235 0.48
O 1.974 2.268 -0.944 -0.94
H 1.354 2.677 -0.324 0.47
H 2.697 2.028 -0.379 0.47
O -2.941 2.271 0.018 -0.95
H -3.071 1.312 -0.050 0.48
H -2.579 2.432 0.876 0.47
O -1.460 1.050 3.883 -0.96
H -1.892 1.076 4.738 0.47
H -0.825 0.310 3.978 0.49
O -0.569 2.765 -2.493 -0.94
H -0.787 2.617 -1.541 0.47
H -0.902 3.655 -2.609 0.47
O 1.317 0.731 -3.916 -0.95
H 2.180 0.368 -3.708 0.46
H 1.205 1.410 -3.257 0.49
```

C5H23AsF6O6 | ωB97M-V/def2-TZVPD

As for the total energy: -3490.6623 Ha. As for the HOMO-LUMO gap: 0.380 hartree. For the highest occupied orbital energy, the calculation gives -10.51 eV.

```
41
Properties=species:S:1:pos:R:3:nbo_charge:R:1
O -22.463 -20.022 23.342 -0.78
H -22.528 -19.282 23.950 0.55
H -22.376 -20.842 23.835 0.56
H -23.224 -20.048 22.757 0.58
As -25.165 -23.604 22.307 2.79
F -26.336 -23.032 23.669 -0.64
F -26.223 -22.800 21.114 -0.62
F -23.999 -24.135 21.102 -0.62
F -24.211 -24.493 23.554 -0.63
F -26.119 -25.148 22.067 -0.62
F -24.296 -22.100 22.499 -0.65
C -25.678 -19.502 22.899 -0.25
O -24.519 -19.093 22.093 -0.78
H -26.291 -18.627 23.111 0.17
H -26.284 -20.240 22.374 0.22
H -25.299 -19.846 23.862 0.19
H -24.699 -18.825 21.189 0.50
C -20.948 -23.758 23.797 -0.27
O -20.529 -22.337 23.930 -0.77
H -21.618 -23.747 22.938 0.21
H -20.034 -24.221 23.424 0.18
H -21.447 -24.238 24.639 0.19
H -20.080 -22.222 24.771 0.46
C -21.661 -21.295 19.976 -0.28
O -22.580 -20.387 20.660 -0.75
H -22.222 -22.220 19.840 0.19
H -21.523 -20.992 18.938 0.16
H -20.699 -21.641 20.355 0.20
H -23.437 -20.639 20.308 0.48
C -21.480 -17.734 25.899 -0.25
O -22.447 -17.770 24.828 -0.77
H -21.988 -18.266 26.702 0.18
H -20.580 -18.315 25.696 0.19
H -21.331 -16.665 26.054 0.19
H -22.997 -16.984 24.874 0.50
C -22.633 -20.956 26.597 -0.27
O -23.655 -20.833 25.680 -0.73
H -21.730 -21.020 25.990 0.16
H -22.466 -20.269 27.427 0.17
H -22.866 -21.971 26.919 0.19
H -24.432 -20.875 26.242 0.48
```

C5H23N2O8S | ωB97M-V/def2-TZVPD

As for the total energy: -1313.8250 Ha. As for the HOMO-LUMO gap: 0.175 hartree. Its charge is -1. For the highest occupied orbital energy, the calculation gives -2.68 eV.

```
39
Properties=species:S:1:pos:R:3:nbo_charge:R:1
C 1.557 -0.293 0.002 -0.72
C 0.495 -0.590 -1.036 0.46
C 0.185 -2.068 -1.293 -0.70
N -0.136 0.317 -1.674 -0.60
C -1.054 1.118 -0.795 -0.31
N -2.514 0.447 -0.933 -0.55
C -2.778 -0.174 0.061 0.22
S -3.012 -1.202 1.283 -0.22
H 1.241 0.575 0.580 0.24
H 1.604 -1.147 0.688 0.18
H 2.542 -0.165 -0.429 0.25
H 0.533 -2.682 -0.463 0.20
H -0.896 -2.137 -1.391 0.23
H 0.625 -2.411 -2.233 0.22
H -0.778 0.981 0.265 0.09
O 4.181 0.383 1.132 -0.95
H 4.429 -0.549 1.185 0.49
H 4.974 0.828 0.816 0.47
O 4.328 -2.396 2.874 -0.96
H 3.536 -2.014 3.270 0.49
H 4.809 -2.743 3.629 0.47
O 1.812 0.116 3.447 -0.96
H 2.601 0.152 2.893 0.48
H 1.137 -0.255 2.868 0.48
O 2.623 -3.553 4.640 -0.95
H 2.040 -4.176 4.195 0.48
H 2.061 -3.119 5.292 0.48
O -3.831 2.946 -2.368 -0.97
H -3.444 2.085 -2.144 0.52
H -4.205 2.810 -3.244 0.46
O -2.827 -1.880 -3.450 -0.96
H -2.838 -1.312 -2.670 0.49
H -1.917 -2.189 -3.485 0.46
O 0.652 3.700 -1.794 -0.97
H 0.013 3.007 -2.033 0.50
H 0.152 4.238 -1.174 0.46
O -6.043 4.801 -2.001 -0.96
H -5.197 4.326 -2.050 0.50
H -6.661 4.227 -2.462 0.45
```